This record from the OMol25 dataset describes a 4-piece molecular cluster, C55H99BBrFN5O10S2 overall at a distorted geometry. The level of theory is the ωB97M-V functional and the def2-TZVPD basis.

Results
HOMO-LUMO gap (spin up / spin down) (eV): 7.51 / 8.21
Calculated total energy (eV): -181666.023
LUMO level (spin up / spin down) (eV): -0.7 / -0.7

The geometry in ORCA input format:
```
! RIJCOSX wB97M-V def2-TZVPD def2/J DEFGRID3
* xyz 0 4
C 5.4717 -1.8630 0.8783
C 4.3450 -1.1621 1.0541
C 2.9415 -1.6101 0.6618
C 2.8373 -2.2687 -0.7281
O 2.6694 -1.4216 -1.8439
C 1.5089 -0.6045 -1.8408
C 2.0564 0.8123 -2.1998
B 3.2592 1.2384 -1.2474
O 4.5348 0.7708 -1.4488
O 2.9522 2.0938 -0.1954
C 0.4310 -1.0883 -2.9288
C 0.1995 -2.5696 -2.5028
C -0.9446 -3.4676 -3.0193
C -0.3715 -4.4618 -4.1014
Br -2.6185 -2.7239 -3.6931
C -0.7419 -0.1314 -2.7480
C -1.5454 -0.4662 -1.4421
C -1.2775 0.4646 -0.2754
O -2.5023 0.4845 -1.0862
O 1.1848 -1.1128 -4.1349
C 0.8524 -0.4475 -5.3523
C 0.9015 1.1015 -5.3307
C 0.0558 1.8185 -6.3980
C -0.0908 3.3584 -6.1728
S 1.4237 4.1438 -5.5401
C 1.0380 4.9965 -4.0417
S 2.1984 5.5544 -3.0796
N -0.3489 5.1965 -3.7749
C -1.0954 6.2921 -4.1261
C -2.3655 6.0483 -3.7141
N -2.3995 4.8224 -3.0858
C -1.1979 4.3494 -3.1277
C 2.0762 -0.9124 -6.2269
C 2.4258 -0.1321 -7.4936
C 3.7850 -0.7246 -8.0479
C 4.5535 0.3432 -8.8203
O 4.5155 0.3740 -10.0300
O 5.2437 1.2719 -8.1046
C -0.4516 -1.0614 -5.9322
C -0.6175 -1.1369 -7.4605
C -0.0504 -2.4212 -8.1077
F -2.0237 -1.2502 -7.6612
H 5.5839 -2.9380 1.0252
H 6.3736 -1.3009 0.6229
H 4.4348 -0.1955 1.5640
H 2.6291 -2.3747 1.3977
H 2.2658 -0.7621 0.8271
H 2.0772 -3.0646 -0.6505
H 3.7800 -2.8108 -0.8849
H 1.0162 -0.5197 -0.8654
H 2.5037 0.7364 -3.1976
H 1.3100 1.6051 -2.0842
H 5.1712 1.2078 -0.8712
H 3.7579 2.3487 0.2710
H 1.1371 -3.0853 -2.7415
H 0.1673 -2.5589 -1.4053
H -1.2339 -4.1311 -2.1982
H -0.0064 -5.3622 -3.6016
H -1.1895 -4.7150 -4.7829
H 0.4105 -3.9297 -4.6523
H -1.5536 -0.1673 -3.4803
H -0.5097 0.9184 -2.5641
H -1.7350 -1.5115 -1.2048
H -0.6991 1.3679 -0.4487
H -1.5228 0.0613 0.7023
H 1.9329 1.4634 -5.4265
H 0.5799 1.5363 -4.3737
H 0.4426 1.6915 -7.4163
H -0.9776 1.4480 -6.4424
H -0.9404 3.6114 -5.5299
H -0.3213 3.7800 -7.1585
H -0.7013 7.1631 -4.6306
H -3.2212 6.6954 -3.8421
H -0.9273 3.3902 -2.7014
H 2.9453 -0.8351 -5.5556
H 1.9984 -1.9868 -6.4433
H 2.6269 0.9377 -7.3601
H 1.7380 -0.2250 -8.3376
H 3.4978 -1.5222 -8.7400
H 4.3679 -1.2123 -7.2550
H 5.1734 1.0356 -7.1691
H -1.3624 -0.5650 -5.5815
H -0.4566 -2.1023 -5.5938
H -0.3442 -0.2347 -8.0089
H 0.7992 -2.2114 -8.7663
H -0.8306 -2.8659 -8.7342
H 0.2038 -3.1492 -7.3306
C -4.6518 5.3804 0.0015
C -3.4388 5.4187 0.9554
C -2.7535 4.0602 0.9299
C -3.5782 2.9758 1.6047
C -3.9747 3.3715 3.0261
C -4.5784 4.7796 3.1486
N -3.8515 5.8107 2.3383
O -2.7850 6.1639 2.9984
C -6.0652 4.7701 2.7389
C -4.6108 5.1498 4.6334
C -2.5179 6.4608 0.3280
H -4.3138 5.3967 -1.0356
H -5.2558 4.4808 0.0922
H -5.2974 6.2481 0.1519
H -1.7779 4.1216 1.4263
H -2.5507 3.7738 -0.1058
H -4.4712 2.7437 1.0186
H -2.9937 2.0532 1.6341
H -4.6747 2.6351 3.4270
H -3.0805 3.3072 3.6553
H -6.4722 5.7831 2.7359
H -6.6525 4.1868 3.4496
H -6.2518 4.3248 1.7645
H -3.6323 5.0550 5.1036
H -5.2808 4.4800 5.1746
H -4.9662 6.1712 4.7847
H -3.0237 7.4242 0.2299
H -2.2210 6.1355 -0.6694
H -1.5982 6.6190 0.8905
C -3.6784 2.9990 10.5561
C -4.0923 3.2224 9.0857
C -4.9273 4.5007 8.9935
C -6.3048 4.3457 9.6323
C -7.0493 3.1423 9.0568
C -6.2361 1.8423 9.0111
N -4.8279 2.0391 8.5460
O -4.8398 2.1296 7.2471
C -6.2215 1.1623 10.3956
C -6.9885 0.8472 8.1216
C -2.7596 3.4230 8.3613
H -2.8984 3.7067 10.8396
H -4.4834 3.1581 11.2698
H -3.2784 1.9945 10.7038
H -5.0525 4.7886 7.9441
H -4.3940 5.3248 9.4730
H -6.2218 4.2565 10.7190
H -6.8894 5.2508 9.4522
H -7.9661 2.9771 9.6273
H -7.3687 3.4021 8.0419
H -5.5688 0.2876 10.3901
H -7.2217 0.8183 10.6622
H -5.9080 1.8167 11.2055
H -7.2051 1.2580 7.1361
H -7.9477 0.5950 8.5743
H -6.4246 -0.0778 7.9917
H -2.1063 2.5597 8.5045
H -2.2474 4.2987 8.7606
H -2.8763 3.5879 7.2911
C 7.6212 -9.2901 0.1539
C 7.4557 -7.7816 0.4370
C 7.1293 -7.5873 1.9190
C 5.7277 -8.0759 2.2773
C 4.6713 -7.4354 1.3777
C 4.9847 -7.4908 -0.1228
N 6.4109 -7.1785 -0.4429
O 6.5561 -5.8835 -0.4177
C 4.6277 -8.8762 -0.6999
C 4.0264 -6.5368 -0.8409
C 8.8387 -7.2033 0.1316
H 8.5670 -9.6485 0.5619
H 6.8564 -9.9115 0.6139
H 7.6306 -9.4902 -0.9187
H 7.2143 -6.5279 2.1831
H 7.8659 -8.1131 2.5308
H 5.6684 -9.1659 2.2156
H 5.5138 -7.8250 3.3187
H 3.7032 -7.9056 1.5645
H 4.5622 -6.3894 1.6839
H 4.9346 -8.9509 -1.7446
H 3.5493 -9.0370 -0.6670
H 5.0675 -9.7081 -0.1551
H 4.0629 -5.5289 -0.4274
H 2.9971 -6.8806 -0.7311
H 4.2441 -6.4778 -1.9086
H 9.1337 -7.4248 -0.8962
H 9.5819 -7.6468 0.7947
H 8.8919 -6.1253 0.2757
*
```

This record from the OMol25 dataset describes C7H22ClI2OP2Y as an isolated structure at a distorted geometry. The level of theory is the ωB97M-V functional and the def2-TZVPD basis.

Results
HOMO-LUMO gap (eV): 6.96
Calculated total energy (eV): -57995.769
LUMO level (eV): -7.6

The geometry in ORCA input format:
```
! RIJCOSX wB97M-V def2-TZVPD def2/J DEFGRID3
* xyz 2 1
I -0.0381 -1.4087 -5.1764
I -0.0412 1.2713 -5.7175
Y 0.0034 0.4092 0.1201
P -2.8302 0.4721 0.4798
C -3.7659 0.2482 -1.0643
C -3.4075 -0.8914 1.5730
H -4.4936 -0.9054 1.7376
H -4.5534 1.9975 1.4584
H -2.8980 -0.7873 2.5494
H -2.9513 2.1203 2.2345
H -3.4546 -0.7151 -1.5181
H -3.1378 -1.8565 1.1012
C -3.4726 1.9932 1.2676
H -4.8594 0.2236 -0.9515
H -3.2418 2.8450 0.6006
H -3.5011 1.0819 -1.7450
P 2.7341 0.4482 0.5009
C 3.6461 0.2305 -1.0431
C 3.3248 1.9629 1.2860
H 2.7265 -0.8159 2.5580
H 4.3538 -0.8529 1.7812
H 3.0153 -1.8663 1.1058
C 3.2698 -0.9066 1.5983
H 2.7838 2.0755 2.2447
H 4.4066 1.9125 1.4644
H 4.7325 0.2082 -0.8670
H 3.3916 1.0718 -1.7189
H 3.0938 2.8013 0.6022
H 3.3288 -0.7316 -1.4955
Cl -0.0825 0.6237 2.5319
C 0.3397 -1.9305 -1.6121
O 0.2877 -1.7139 -0.1877
H 0.3828 -0.9661 -2.1752
H -0.5314 -2.5414 -1.9081
H 1.2526 -2.5059 -1.8704
H 0.1864 -2.6014 0.2551
*
```

This record from the OMol25 dataset describes an isolated ion of composition C5H13N2 and charge +1 at a distorted geometry. The level of theory is the ωB97M-V functional and the def2-TZVPD basis.

Results
HOMO-LUMO gap (eV): 10.15
Calculated total energy (eV): -8368.728
LUMO level (eV): -3.3
Structure (SMILES): C=CC[C@@H]([NH3+])CN

The geometry in ORCA input format:
```
! RIJCOSX wB97M-V def2-TZVPD def2/J DEFGRID3
* xyz 1 1
C 1.4898 -1.6744 1.5331
C 1.7611 -1.2977 0.2938
C 1.3151 0.0359 -0.3061
C -0.1002 0.3689 0.1128
N -0.3375 1.8630 0.1013
C -1.1235 -0.2389 -0.8367
N -2.4320 0.4649 -0.7329
H 1.0610 -0.9459 2.2126
H 1.5413 -2.6407 1.9917
H 2.3446 -1.9479 -0.3490
H 1.4260 -0.1451 -1.3568
H 2.0770 0.8113 -0.1591
H -0.1681 0.1081 1.1544
H -1.3169 2.1374 0.0186
H -0.0167 2.2802 0.9763
H 0.0995 2.3128 -0.6999
H -1.2082 -1.3103 -0.6601
H -0.8386 0.0257 -1.8423
H -3.0422 -0.0030 -0.0692
H -2.9009 0.3519 -1.6236
*
```

This record from the OMol25 dataset describes C2H6N4O3 as an isolated structure at a distorted geometry. The level of theory is the ωB97M-V functional and the def2-TZVPD basis.

Results
HOMO-LUMO gap (eV): 9.25
Calculated total energy (eV): -14264.461
LUMO level (eV): 0.0

The geometry in ORCA input format:
```
! RIJCOSX wB97M-V def2-TZVPD def2/J DEFGRID3
* xyz 0 1
C 0.5983 0.3314 -0.3353
C -0.5030 -1.1107 1.1229
H 1.5123 0.7253 -2.5411
H -0.3371 2.2034 -2.3916
H -1.1689 -0.4444 -1.3014
H 2.2273 0.3264 1.2757
H -0.2623 -1.8814 2.0509
H -3.2557 -0.1837 0.0615
N 0.2074 0.8588 -2.4569
N -0.2373 0.0752 -1.2998
N 0.5337 -0.1909 0.9763
N -1.7261 -1.1507 0.7641
O 1.7198 0.9995 -0.1979
O 1.6547 -0.1754 1.8351
O -2.2159 0.0238 -0.1079
*
```

This record from the OMol25 dataset describes C28H50ClN4O6P3SeV as an isolated structure at a distorted geometry. The level of theory is the ωB97M-V functional and the def2-TZVPD basis.

Results
HOMO-LUMO gap (spin up / spin down) (eV): 5.13 / 6.77
Calculated total energy (eV): -179517.484
LUMO level (spin up / spin down) (eV): 3.9 / 3.9

The geometry in ORCA input format:
```
! RIJCOSX wB97M-V def2-TZVPD def2/J DEFGRID3
* xyz -2 4
V -1.8666 -0.3080 -1.0370
C -2.7515 0.8386 3.6075
P -2.8101 -0.3419 2.1834
C -1.8894 -1.8020 2.8504
C -4.5485 -0.9007 2.4340
C -4.8261 -2.1485 1.5970
P -4.3902 -2.0397 -0.2433
C -5.0821 -3.6947 -0.6439
C -5.7251 -0.9319 -0.8196
H -3.1720 0.4200 4.5548
H -3.3398 1.7404 3.3644
H -1.7342 1.1687 3.7891
H -2.1621 -2.0498 3.8947
H -0.8294 -1.5631 2.8192
H -2.0447 -2.6581 2.1856
H -5.1792 -0.0777 2.1194
H -4.7828 -1.0667 3.4811
H -5.8725 -2.4546 1.6593
H -4.2798 -3.0089 1.9886
H -6.1098 -3.8378 -0.2951
H -4.4380 -4.3988 -0.1409
H -5.0275 -3.8627 -1.7096
H -6.7048 -1.1745 -0.4096
H -5.7150 -0.9706 -1.9055
H -5.4164 0.0444 -0.5051
Cl 1.0099 6.5838 2.3195
C -0.1185 5.4459 1.4997
C -1.2403 6.0036 0.9392
C -2.1720 5.1593 0.3468
C -1.8884 3.8054 0.2916
C -0.8057 3.2405 0.9659
C 0.0955 4.0866 1.6276
C -2.9674 2.9191 -0.3542
O -4.1419 3.3618 -0.4576
O -2.4563 1.7481 -0.5777
H -1.4243 7.0737 1.0443
H -3.1163 5.4563 -0.1088
H -0.7268 2.1526 1.0139
H 0.8873 3.7590 2.3047
O -1.9762 -3.2483 -2.8295
Se -2.4519 -2.0614 -3.8818
O -1.5315 -1.9024 -5.2133
O -2.1572 -0.5629 -3.0519
O -4.0558 -2.1067 -4.2018
N 0.0268 -0.4648 -0.2047
P 1.5392 -0.3896 -0.2535
N 2.1448 1.1794 -0.5165
C 1.3518 1.8867 -1.5345
C 1.7723 3.3500 -1.5231
C 3.1893 3.4642 -2.0690
C 4.1053 2.3600 -1.4775
C 3.4885 1.6969 -0.2378
N 2.4764 -0.8344 1.1625
C 2.1965 -0.1254 2.3783
C 3.2232 -0.5084 3.4673
C 3.3740 -2.0147 3.6572
C 2.3857 -2.7223 2.7544
C 2.5511 -2.3037 1.3220
N 2.2343 -1.4477 -1.3698
C 1.2710 -2.1767 -2.2416
C 2.0513 -3.0270 -3.2458
C 2.9407 -2.1809 -4.1703
C 3.4983 -0.9923 -3.4113
C 3.5961 -1.2754 -1.9137
H 0.2791 1.7633 -1.3111
H 1.5097 1.4466 -2.5289
H 1.7255 3.6796 -0.4906
H 1.0772 3.9991 -2.0729
H 3.6316 4.4283 -1.9086
H 3.1533 3.2975 -3.1501
H 5.0874 2.7623 -1.2065
H 4.2719 1.6046 -2.2750
H 3.4241 2.4292 0.5633
H 4.1290 0.8820 0.1062
H 1.1974 -0.3240 2.7964
H 2.2704 0.9324 2.1627
H 2.9317 -0.0437 4.4301
H 4.1762 -0.0871 3.1430
H 3.2206 -2.3065 4.7123
H 4.3943 -2.2979 3.3779
H 1.3382 -2.4850 3.0787
H 2.5096 -3.8079 2.8793
H 1.7787 -2.7582 0.7060
H 3.4996 -2.6600 0.9289
H 0.5979 -1.5039 -2.7378
H 0.6376 -2.8213 -1.6180
H 1.3009 -3.5805 -3.8426
H 2.6543 -3.7772 -2.7316
H 2.4031 -1.8316 -5.0444
H 3.7608 -2.8147 -4.5381
H 2.8160 -0.1557 -3.5520
H 4.4712 -0.6594 -3.8042
H 4.0753 -0.4413 -1.4054
H 4.1961 -2.1781 -1.7352
*
```

This record from the OMol25 dataset describes C23H49F6Mn2N6O13S2 as an isolated structure at a distorted geometry. The level of theory is the ωB97M-V functional and the def2-TZVPD basis.

Results
HOMO-LUMO gap (spin up / spin down) (eV): 5.85 / 6.13
Calculated total energy (eV): -160817.288
LUMO level (spin up / spin down) (eV): -4.5 / -4.5

The geometry in ORCA input format:
```
! RIJCOSX wB97M-V def2-TZVPD def2/J DEFGRID3
* xyz 1 11
Mn 2.1908 -0.2930 4.0503
Mn -1.8891 -2.3919 1.8989
C 0.5811 1.3186 0.4328
F 1.7975 1.8965 0.4571
F -0.2207 1.9780 1.2461
F 0.1146 1.3564 -0.7993
S 0.7431 -0.3964 0.9570
O 1.3086 -1.0326 -0.1696
O 1.6360 -0.4272 2.1251
O -0.5759 -0.7965 1.3481
C 1.9868 -4.1086 2.8207
F 2.3851 -3.1738 1.9584
F 1.4148 -5.1013 2.1439
F 3.0292 -4.5556 3.4926
S 0.7844 -3.3861 3.9517
O -0.3552 -3.1008 3.1421
O 0.5962 -4.3320 4.9909
O 1.4477 -2.1292 4.3785
C -4.9968 -2.1117 3.9722
C -4.2682 -1.0698 3.1362
C -4.6584 0.3279 3.5743
O -2.9044 -1.2377 3.1734
H -4.8654 -3.1043 3.5273
H -6.0743 -1.9261 3.8849
H -4.6585 -2.1257 5.0044
H -4.6465 -1.2180 2.0999
H -4.2543 1.0745 2.8834
H -4.2425 0.5242 4.5734
H -5.7364 0.4391 3.6831
C -0.9500 2.6361 -3.5590
O -0.7298 1.8245 -4.4329
N -2.1095 3.3025 -3.3817
C -3.1961 3.1558 -4.3192
C -2.2380 4.3202 -2.3926
H -0.2087 2.8279 -2.7653
H -4.1212 2.8721 -3.8049
H -2.9819 2.3942 -5.0609
H -3.3861 4.0930 -4.8531
H -2.4044 5.3001 -2.8543
H -3.0277 4.1112 -1.6687
H -1.3016 4.4371 -1.8398
C -3.2668 -0.8054 -0.4955
O -2.8952 -1.8283 0.0788
N -2.8584 -0.4729 -1.7035
C -3.4647 0.5659 -2.4475
C -1.7810 -1.2409 -2.3389
H -3.9419 -0.0606 -0.0540
H -2.6912 1.1820 -2.9043
H -4.0932 1.1835 -1.8070
H -4.0926 0.1522 -3.2395
H -0.9384 -1.3387 -1.6547
H -2.1119 -2.2671 -2.5347
H -1.4795 -0.7593 -3.2607
C 0.0648 -3.9271 -0.4317
O -0.7012 -3.5421 0.4588
N -0.2503 -4.7753 -1.3835
C 0.7443 -5.1855 -2.3779
C -1.5807 -5.3293 -1.5249
H 1.1042 -3.5955 -0.4880
H 1.6696 -4.6394 -2.2353
H 0.3323 -4.9992 -3.3766
H 0.9049 -6.2655 -2.3380
H -1.5341 -6.4200 -1.4976
H -2.2732 -4.9507 -0.7827
H -2.0011 -5.0505 -2.5014
C 5.3594 -2.2591 -1.6601
O 4.4178 -3.0180 -1.5472
N 5.4920 -1.0815 -1.0191
C 6.6221 -0.1885 -1.2621
C 4.4779 -0.6660 -0.1297
H 6.1946 -2.4780 -2.3461
H 7.0996 -0.4343 -2.2086
H 7.3587 -0.2820 -0.4639
H 6.2457 0.8284 -1.3695
H 4.1372 0.3470 -0.3674
H 3.6578 -1.3709 -0.1151
H 4.8574 -0.5962 0.9061
C -0.7233 1.0183 4.5570
O 0.4212 0.4827 4.5981
N -0.9863 2.1962 4.0558
C -2.3613 2.6799 4.0396
C 0.0501 3.1909 3.8068
H -1.6114 0.4778 4.8909
H -2.5292 3.4286 3.2757
H -2.6657 3.0808 5.0113
H -3.0276 1.8331 3.8443
H 1.0164 2.7136 3.7070
H -0.1821 3.6965 2.8738
H 0.0729 3.8994 4.6335
C 3.6850 5.2402 -2.5483
O 4.5991 6.0197 -2.6971
N 3.7228 3.9016 -2.8015
C 2.7277 3.0144 -2.2387
C 4.7499 3.2866 -3.6146
H 2.7015 5.5671 -2.1614
H 1.9837 3.5474 -1.6617
H 3.1853 2.2584 -1.5920
H 2.3546 2.4548 -3.1086
H 5.2985 2.5446 -3.0294
H 4.2858 2.8022 -4.4774
H 5.4332 4.0626 -3.9453
*
```

This record from the OMol25 dataset describes an isolated ion of composition C7H17ClN6 and charge +2 at a distorted geometry. The level of theory is the ωB97M-V functional and the def2-TZVPD basis.

Results
HOMO-LUMO gap (eV): 8.89
Calculated total energy (eV): -28978.278
LUMO level (eV): -6.9
Structure (SMILES): C[NH2+]CCN(C)[C@@H]1N=N[C@@H](Cl)C(=[NH2+])N1

The geometry in ORCA input format:
```
! RIJCOSX wB97M-V def2-TZVPD def2/J DEFGRID3
* xyz 2 1
C -4.0158 -1.5933 1.1598
N -2.8560 -1.6668 0.2581
C -1.9651 -0.5426 0.4705
C -0.7450 -0.6822 -0.4843
N 0.1649 0.4166 -0.2486
C 0.8097 0.1943 1.0272
C 1.1092 0.8159 -1.7118
N 1.6912 -0.3828 -2.1791
N 2.8519 -0.6437 -1.9558
C 3.7325 0.1352 -1.1389
Cl 5.3888 -0.2144 -1.5739
C 3.3621 1.5514 -1.2165
N 4.3137 2.4257 -0.9794
N 2.0636 1.8504 -1.3888
H -4.2871 -0.6379 1.1862
H -4.8087 -2.0759 0.7583
H -3.8189 -2.0173 2.1672
H -2.3852 -2.5904 0.4326
H -3.2031 -1.7408 -0.6658
H -2.4234 0.5205 0.2815
H -1.6020 -0.6516 1.4998
H -0.3468 -1.8352 -0.3529
H -1.0717 -0.6015 -1.5305
H 0.1047 0.4395 1.8141
H 1.2035 -0.8002 1.2851
H 1.7003 0.8394 1.2139
H 0.2772 1.1729 -2.4134
H 3.4853 -0.2341 -0.0953
H 5.2133 2.0208 -0.8807
H 4.2939 3.5358 -1.0800
H 1.8743 2.8670 -1.3386
*
```